Below is a cluster of 2 separate species, C27H38N2O4 in total at a distorted geometry, with properties calculated with ωB97M-V with the def2-TZVPD basis set.

Last column: Löwdin charge in e.
CARTESIAN COORDINATES (ANGSTROEM)
C1 -3.136 5.069 -2.748  0.044
C2 -2.555 3.858 -2.263  -0.068
C3 -1.463 2.730 -1.691  -0.034
C4 -1.041 2.887 -0.080  -0.067
C5 -1.668 4.068 0.909  -0.099
C6 0.039 1.858 0.612  0.018
C7 0.656 0.641 -0.350  0.053
C8 0.193 0.466 -1.947  -0.071
N1 0.814 -0.666 -2.733  -0.047
C9 0.092 -1.981 -2.560  -0.232
C10 -1.228 -1.937 -1.590  -0.180
C11 -1.925 -3.449 -1.430  -0.248
C12 -1.219 -4.594 -2.367  -0.171
C13 -0.858 1.507 -2.654  -0.101
N2 -1.349 1.468 -4.084  -0.060
C14 -0.249 1.701 -5.096  -0.276
C15 1.020 2.587 -4.556  -0.129
C16 1.744 -0.372 0.375  -0.165
O1 1.971 -1.644 0.035  -0.038
C17 2.659 0.213 1.642  -0.069
C18 4.168 -0.383 1.989  -0.154
C19 5.115 -0.610 0.666  -0.224
C20 6.002 -1.994 0.689  -0.263
C21 5.241 -3.312 0.077  -0.146
C22 2.044 1.297 2.506  0.047
C23 0.529 1.911 2.190  -0.200
O2 -0.201 2.362 3.215  -0.067
H1 -3.891 5.990 -2.812  0.056
H2 -2.197 3.503 1.818  0.088
H3 -2.496 4.717 0.396  0.068
H4 -0.821 4.727 1.416  0.098
H5 0.922 -0.446 -3.751  0.088
H6 -0.275 -2.304 -3.649  0.124
H7 0.900 -2.762 -2.181  0.115
H8 -1.025 -1.579 -0.489  0.103
H9 -2.061 -1.280 -2.136  0.118
H10 -3.112 -3.398 -1.541  0.113
H11 -1.751 -3.794 -0.300  0.111
H12 -0.092 -4.714 -2.019  0.078
H13 -1.716 -5.660 -2.180  0.082
H14 -1.301 -4.258 -3.508  0.078
H15 -1.892 0.606 -4.309  0.116
H16 0.152 0.648 -5.487  0.107
H17 -0.642 2.253 -6.078  0.124
H18 1.755 2.003 -3.846  0.078
H19 0.629 3.597 -4.109  0.087
H20 1.674 2.888 -5.508  0.089
H21 4.100 -1.410 2.557  0.124
H22 4.684 0.382 2.734  0.120
H23 4.509 -0.494 -0.351  0.121
H24 5.906 0.283 0.647  0.112
H25 6.279 -2.232 1.818  0.109
H26 6.979 -1.808 0.035  0.111
H27 5.785 -3.642 -0.922  0.077
H28 5.376 -4.198 0.864  0.079
H29 4.093 -3.173 -0.125  0.065
H30 2.663 1.692 3.424  0.121
O3 -2.518 -1.270 2.030  0.068
C24 -2.862 -0.836 3.129  -0.498
O4 -4.153 -0.525 3.368  -0.005
C25 -4.686 -0.184 4.662  -0.229
C26 -4.478 1.288 4.962  -0.067
C27 -1.837 -0.559 4.190  0.012
H31 -4.277 -0.836 5.439  0.114
H32 -5.760 -0.392 4.619  0.123
H33 -3.417 1.546 4.995  0.069
H34 -4.930 1.553 5.921  0.081
H35 -4.929 1.904 4.177  0.085
H36 -1.378 0.415 3.999  0.069
H37 -1.070 -1.337 4.144  0.096
H38 -2.234 -0.583 5.203  0.069

Cartesian forces, eV/Å:
C 3.21 -7.93 4.16
C -1.79 7.05 -2.40
C 1.08 -0.90 0.95
C 1.26 -1.76 -0.74
C -0.21 -1.10 0.49
C -0.94 -0.79 -3.66
C -1.53 1.88 -0.48
C -0.42 1.81 1.22
N -1.91 2.03 1.03
C -0.27 -1.36 -0.22
C -0.95 -0.86 -0.46
C 0.38 -0.50 1.11
C -0.27 0.01 0.33
C 0.05 0.95 3.74
N 1.77 -0.06 1.82
C 1.37 -0.30 -1.43
C 0.20 0.20 -1.04
C 1.20 -4.14 -0.81
O -1.56 7.45 1.62
C -2.09 3.08 1.96
C -0.52 -0.09 -0.10
C 0.81 0.95 -0.49
C -0.33 0.13 -0.08
C 0.46 -0.66 0.26
C 0.97 -2.76 -2.98
C -1.59 0.77 3.19
O 4.09 -2.35 -6.20
H 2.04 -2.74 0.07
H 1.22 1.13 -2.05
H 1.91 -1.27 0.69
H -1.73 -1.43 -1.41
H -0.43 0.09 1.51
H 0.79 0.51 2.42
H -1.92 1.62 -0.72
H -0.30 -0.37 -2.48
H 1.98 -1.05 1.41
H 2.72 -0.07 -0.07
H -0.39 0.79 -2.44
H -2.36 0.34 -1.01
H 0.90 2.41 -0.61
H 0.31 -1.10 2.48
H 0.78 0.94 0.55
H -0.63 2.15 0.74
H 0.45 -1.16 2.35
H -1.76 1.27 -1.18
H 0.82 -2.08 -0.55
H -1.50 -0.73 1.97
H -0.21 1.99 -1.14
H -1.22 -1.57 -1.63
H 1.17 -0.49 2.28
H -1.76 -1.84 0.07
H -0.31 0.66 -2.43
H -2.04 -0.38 1.69
H -1.30 0.66 2.06
H -0.39 1.81 -1.85
H 2.29 -0.07 0.45
H -1.68 -0.78 -1.91
O -1.05 0.78 1.85
C 0.79 -0.40 -1.54
O -0.20 -0.40 -0.35
C 0.10 0.23 0.05
C 0.15 0.15 -0.06
C 0.16 -0.42 0.44
H 0.09 0.09 -0.12
H 0.26 -0.10 -0.27
H -0.07 -0.06 0.08
H 0.02 -0.04 -0.09
H -0.03 -0.15 0.13
H -0.05 -0.10 0.02
H -0.04 0.23 -0.22
H -0.06 0.20 0.01

The value obtained for the lowest unoccupied orbital energy is -1.7 eV. The value obtained for the energy above the lowest of the compared OMol25 structures with the same formula, charge and spin is 17.7286 eV. As for the calculated total energy: -1461.2936 a.u. The calculation puts the HOMO energy at -8.2 eV. As for the SMILES: C#Cc1c(C)c2c(c(NCCCC)c1NCC)C(=O)C(CCCC)=CC2=O.CCOC(C)=O. The largest force on an atom comes out at 9.5 eV Å⁻¹.

Below is a cluster of 2 separate species, C4H5N3 in total, with properties calculated with ωB97M-V with the def2-TZVPD basis set.

Last column: natural (NBO) charge in e.
CARTESIAN COORDINATES (ANGSTROEM)
N1 0.804 -2.337 -1.328  -1.084
C1 -0.152 -0.317 0.837  -0.302
C2 -0.599 0.502 1.709  0.438
N2 -0.952 1.663 2.043  -0.448
C3 -0.753 2.403 0.897  0.237
N3 -0.295 1.890 -0.229  -0.448
C4 -0.001 0.574 -0.278  0.073
H1 0.174 -3.082 -1.609  0.356
H2 1.739 -2.714 -1.448  0.354
H3 0.666 -2.220 -0.325  0.376
H4 -0.997 3.460 0.960  0.208
H5 0.367 0.178 -1.227  0.239

Cartesian forces, eV/Å:
N 0.05 -0.29 0.12
C -0.17 0.36 0.33
C 0.02 0.27 -0.22
N 0.13 -0.42 -0.11
C 0.05 0.08 -0.20
N -0.06 -0.16 0.27
C 0.02 0.08 -0.14
H -0.01 0.09 -0.05
H 0.01 0.06 -0.02
H 0.00 0.07 -0.17
H 0.06 -0.23 -0.03
H -0.09 0.10 0.23

The value obtained for the lowest unoccupied orbital energy is -0.1 eV. The value obtained for the energy above the lowest of the compared OMol25 structures with the same formula, charge and spin is 4.1860 eV. As for the calculated total energy: -319.5584 a.u. The calculation puts the HOMO energy at -10.0 eV. As for the SMILES: C1=C=NC=NC=1.N. The largest force on an atom comes out at 0.5 eV Å⁻¹.

Below is a structure of composition C25H25N7O6ReS3, with properties calculated with ωB97M-V with the def2-TZVPD basis set.

Last column: Löwdin spin population.
CARTESIAN COORDINATES (ANGSTROEM)
Re1 -0.252 -0.897 -0.367  2.262
O1 -2.799 0.360 3.212  0.001
C1 -2.999 1.621 2.788  -0.001
C2 -3.777 2.437 3.614  0.000
C3 -4.049 3.737 3.254  -0.001
C4 -3.555 4.265 2.060  0.000
C5 -2.778 3.472 1.249  -0.001
C6 -2.476 2.147 1.595  -0.001
C7 -1.619 1.358 0.707  -0.004
O2 -1.450 0.086 0.982  0.064
N1 -1.046 1.956 -0.318  0.003
N2 -0.322 1.051 -1.036  -0.010
C8 0.315 1.359 -2.110  0.083
C9 0.997 0.247 -2.768  0.014
C10 1.709 0.372 -3.942  0.010
C11 2.278 -0.766 -4.502  0.018
C12 2.119 -1.985 -3.876  0.012
C13 1.411 -2.044 -2.684  0.034
N3 0.863 -0.958 -2.151  0.036
H1 -2.325 -0.127 2.518  0.001
H2 -4.158 2.011 4.532  0.000
H3 -4.658 4.351 3.904  0.000
H4 -3.781 5.282 1.774  0.000
H5 -2.377 3.858 0.323  0.000
H6 0.309 2.369 -2.501  0.004
H7 1.810 1.342 -4.407  0.000
H8 2.839 -0.691 -5.424  0.001
H9 2.534 -2.893 -4.285  0.000
H10 1.270 -2.966 -2.141  0.003
C14 4.645 4.887 2.595  0.000
C15 4.179 3.528 2.153  0.000
C16 2.908 3.342 1.621  0.000
C17 2.481 2.087 1.213  0.001
C18 3.333 1.002 1.335  0.003
C19 4.601 1.162 1.875  0.001
C20 5.015 2.421 2.276  0.000
S1 2.860 -0.608 0.759  0.017
O3 3.076 -0.611 -0.667  0.004
O4 3.557 -1.567 1.569  0.006
N4 1.262 -0.672 1.033  0.079
C21 0.835 -1.415 2.228  0.013
C22 0.064 -2.682 1.830  0.014
O5 -0.148 -3.596 2.574  0.024
O6 -0.410 -2.633 0.575  0.114
H11 3.845 5.622 2.524  0.000
H12 5.476 5.232 1.977  0.000
H13 4.995 4.863 3.627  0.000
H14 2.235 4.186 1.537  0.000
H15 1.478 1.953 0.834  0.000
H16 5.247 0.302 1.986  0.000
H17 6.004 2.545 2.702  0.000
H18 0.142 -0.792 2.802  0.002
H19 1.676 -1.671 2.867  0.000
S2 -4.110 -1.310 -3.126  0.115
C23 -2.818 -1.288 -2.192  0.064
N5 -1.866 -1.277 -1.497  0.008
C24 -4.414 -5.126 -3.032  0.001
N6 -2.985 -5.151 -3.248  0.000
C25 -2.060 -4.804 -2.341  0.000
N7 -2.495 -4.406 -1.131  0.001
S3 -0.418 -4.921 -2.661  0.001
H20 -4.903 -5.556 -3.903  0.000
H21 -4.785 -4.107 -2.897  0.002
H22 -4.685 -5.730 -2.163  0.000
H23 -2.616 -5.404 -4.148  0.000
H24 -3.446 -4.105 -0.991  0.000
H25 -1.791 -4.055 -0.495  0.000

Cartesian forces, eV/Å:
Re -0.29 0.35 0.01
O -0.03 0.02 0.00
C -0.03 -0.02 0.05
C 0.02 -0.02 -0.03
C 0.00 -0.01 0.02
C 0.01 -0.02 -0.02
C 0.02 0.06 0.01
C 0.02 -0.02 -0.02
C 0.05 0.07 -0.01
O -0.04 -0.01 0.04
N 0.01 0.01 -0.06
N 0.23 0.08 -0.09
C -0.11 -0.03 0.17
C -0.02 -0.04 -0.05
C -0.08 -0.02 0.14
C 0.01 -0.04 -0.01
C -0.01 0.01 0.03
C 0.13 0.03 -0.01
N 0.12 -0.08 -0.13
H 0.03 0.00 0.01
H -0.01 -0.01 0.01
H -0.01 0.01 0.01
H 0.00 0.02 0.00
H 0.00 0.00 -0.01
H 0.01 0.00 -0.01
H -0.01 0.01 0.00
H 0.00 0.00 -0.01
H 0.01 -0.01 0.00
H -0.03 -0.07 -0.03
C 0.00 0.03 0.01
C -0.01 -0.03 -0.01
C 0.01 0.01 0.00
C -0.04 0.00 0.02
C 0.03 -0.07 0.06
C 0.02 0.02 -0.01
C 0.01 -0.01 0.00
S 0.09 0.33 0.10
O -0.03 0.06 -0.01
O -0.01 -0.01 -0.07
N -0.18 -0.50 -0.32
C -0.04 0.08 0.09
C 0.08 0.00 0.10
O 0.04 0.06 0.02
O -0.01 -0.09 0.05
H 0.00 0.00 0.00
H 0.01 0.00 0.00
H 0.01 0.00 0.01
H -0.01 0.00 -0.01
H -0.03 0.00 -0.04
H 0.01 -0.02 0.00
H 0.01 0.00 0.00
H 0.03 -0.06 0.07
H -0.05 -0.10 -0.03
S 0.02 -0.02 0.02
C -0.14 -0.02 -0.11
N 0.09 0.08 -0.01
C -0.03 -0.02 0.04
N 0.03 0.06 -0.04
C -0.08 0.05 0.35
N -0.02 0.01 -0.08
S 0.22 -0.07 -0.27
H 0.00 0.02 0.00
H 0.00 -0.01 -0.01
H 0.00 0.00 0.00
H 0.00 -0.03 0.00
H 0.00 -0.03 0.00
H -0.05 0.00 0.04

The spin multiplicity is 4. The value obtained for the lowest unoccupied orbital energy (spin up / spin down) is -1.5 / -2.2 eV. The value obtained for the energy above the lowest of the compared OMol25 structures with the same formula, charge and spin is 0.5005 eV. As for the calculated total energy: -3075.3524 a.u. The calculation puts the HOMO energy (spin up / spin down) at -8.0 / -8.0 eV. Its expectation value of S² is 3.778. The largest force on an atom comes out at 0.6 eV Å⁻¹.

Below is an isolated molecule of C3H9NS2 at a distorted geometry, with properties calculated with ωB97M-V with the def2-TZVPD basis set.

Last column: natural (NBO) charge in e.
CARTESIAN COORDINATES (ANGSTROEM)
S1 -0.682 0.349 -2.774  -0.142
S2 -0.463 0.923 -0.862  0.058
C1 0.927 -0.083 -0.062  -0.503
C2 0.693 0.064 1.448  -0.217
N1 0.529 -1.205 2.063  -0.648
C3 0.347 -1.054 3.549  -0.427
H1 -1.695 -0.763 -2.538  0.137
H2 0.831 -1.122 -0.307  0.222
H3 1.883 0.243 -0.228  0.214
H4 -0.329 0.663 1.678  0.160
H5 1.625 0.491 2.012  0.203
H6 -0.229 -1.891 1.706  0.364
H7 0.772 -1.926 4.019  0.201
H8 -0.636 -1.081 3.863  0.179
H9 0.589 -0.106 3.924  0.201

Cartesian forces, eV/Å:
S -1.85 -2.41 0.12
S 1.05 -0.19 0.97
C -2.98 0.25 1.03
C -1.29 1.24 1.04
N -1.13 -2.55 1.60
C 0.53 -1.78 -2.05
H 1.94 2.05 -0.60
H -0.12 -0.44 -0.39
H 2.19 1.04 -1.24
H 2.39 -0.26 -0.59
H -1.88 -0.09 -1.26
H 1.60 2.11 0.38
H 0.79 0.17 0.51
H -2.78 -0.31 0.15
H 1.54 1.18 0.34

The value obtained for the lowest unoccupied orbital energy is 0.6 eV. The value obtained for the energy above the lowest of the compared OMol25 structures with the same formula, charge and spin is 1.9595 eV. As for the calculated total energy: -970.7597 a.u. The calculation puts the HOMO energy at -8.7 eV. As for the SMILES: CNCCSS. The largest force on an atom comes out at 3.2 eV Å⁻¹.